This record from the OMol25 dataset describes 2 unconnected molecules or ions with the total composition C4H13N2O in a non-equilibrium geometry. The level of theory is ωB97M-V with the def2-TZVPD basis set.

```
20
Properties=species:S:1:pos:R:3:forces:R:3
H 1.83773 -2.60880 1.70696 -0.279 0.673 -0.741
H -0.11239 3.14758 -0.43715 -0.982 0.015 -0.742
N -0.21601 2.14676 -0.38478 0.561 -0.376 0.314
H -0.56408 -2.36136 1.58176 0.256 -0.416 0.097
H 1.55129 -0.14120 -0.15916 0.138 -0.129 -0.078
H 0.54385 1.78759 0.16579 -0.088 -0.441 0.098
C 1.48462 -2.01763 0.82706 -0.155 -0.703 0.155
C 2.08932 -0.66400 0.63630 1.063 0.293 -0.006
H 1.74654 -2.53932 -0.10661 -0.816 -0.456 0.534
H -0.45447 -1.81347 0.02257 -0.131 0.250 0.268
H -2.83182 2.64092 -1.10171 0.417 -0.084 -0.540
H -3.16116 0.97763 -1.60992 0.377 -0.096 0.796
H -0.14821 -0.79053 1.25422 -0.301 -0.626 -0.419
H 2.00080 -0.05694 1.55123 0.551 -0.118 -0.275
O -1.20492 0.11196 -0.31047 0.891 0.390 -0.077
C -1.20660 1.27836 -0.72470 -0.547 -0.102 0.810
H -2.09655 1.79335 -2.61711 0.012 0.751 1.284
C -2.37041 1.73103 -1.51677 -0.702 0.356 -2.034
H 3.13526 -0.84535 0.26997 -0.798 0.697 0.721
N -0.02277 -1.77661 0.95251 0.532 0.122 -0.163
```
Forces are in eV/Å.

Output
Max |F|: 0.0424 hartree/bohr
ΔE to the lowest compared entry with this formula, charge and spin: 0.940 eV
Net charge: +1
HOMO: -13.96 eV
E: -9380.644 eV

This record from the OMol25 dataset describes 2 unconnected molecules or ions with the total composition C4H13N2O. The level of theory is ωB97M-V with the def2-TZVPD basis set.

```
20
Properties=species:S:1:pos:R:3:forces:R:3
H -2.48106 0.79957 -0.44168 -0.081 -0.066 0.067
C -2.08629 0.99525 -1.43238 0.297 0.174 -0.151
O 0.60328 -1.15448 -0.72640 -0.021 0.031 0.449
H -0.43990 2.95097 -2.04257 0.035 0.115 -0.046
H -0.12059 0.10800 -1.10820 -0.096 0.461 -0.004
H -0.03812 -1.86705 -0.57768 0.075 -0.084 -0.139
H 1.85384 -0.07456 0.47424 0.024 0.118 -0.078
N -0.61799 1.05074 -1.36180 -0.309 -0.666 -0.280
C 1.22032 -0.95882 0.57693 -0.108 -0.309 -0.471
H 1.45597 -1.72530 3.01289 -0.113 -0.170 0.013
H -2.47164 1.93144 -1.82613 -0.021 0.062 0.097
H -0.31310 -0.00959 1.45381 -0.083 -0.086 0.031
C 0.06315 2.04758 -1.72273 0.199 0.279 0.035
H 1.14738 2.00096 -1.70358 -0.069 -0.038 0.002
H 1.85070 -1.82370 0.76762 0.104 0.019 0.170
C 0.73788 -0.91313 2.92421 0.115 0.002 0.247
H -2.35481 0.19378 -2.11578 -0.043 -0.114 0.079
H 1.26717 0.00195 3.20233 0.019 0.097 -0.074
H -0.06155 -1.06654 3.64116 -0.065 -0.089 0.029
N 0.19032 -0.88490 1.56653 0.140 0.265 0.024
```
Forces are in eV/Å.

Output
Max |F|: 0.0153 hartree/bohr
ΔE to the lowest compared entry with this formula, charge and spin: 2.496 eV
Net charge: +1
HOMO: -13.18 eV
E: -9379.088 eV

This record from the OMol25 dataset describes 2 unconnected molecules or ions with the total composition C4H13N2O in a non-equilibrium geometry. The level of theory is ωB97M-V with the def2-TZVPD basis set.

```
20
Properties=species:S:1:pos:R:3:forces:R:3
C 1.38332 -1.47389 -0.09884 -0.408 -0.403 0.300
H -2.52061 -0.26683 0.72183 -0.202 -0.166 0.070
H -0.05056 -0.87031 -2.15931 -0.146 -0.075 -0.230
H -2.07286 0.07275 2.27493 -0.096 -0.257 0.083
N -1.77584 0.11275 1.30283 0.162 0.539 -0.005
H 2.48248 0.18842 -0.93798 -0.081 0.169 0.001
H -0.01510 -0.90641 2.02353 0.109 0.054 -0.014
H -1.07842 3.38411 -1.66554 0.593 0.480 -0.875
H 2.49265 0.23318 0.83004 -1.050 0.261 0.202
C 2.46530 -0.41849 -0.03582 1.541 0.190 -0.114
H 1.49940 -2.17509 -0.93044 0.004 0.493 -0.391
C -0.47712 -0.58180 1.11159 -0.908 0.201 -0.217
N -0.53220 -0.56318 -1.33870 -0.403 0.239 1.435
O -1.42725 2.83044 -0.98553 -1.377 0.016 1.514
H -2.08640 3.42154 -0.55237 0.666 -0.600 -0.471
H 1.44360 -2.17921 0.73394 -0.083 0.401 0.296
C -0.01135 -0.82310 -0.12016 1.935 -1.155 0.110
H -1.71067 1.11236 1.08647 0.126 0.067 -0.242
H -1.49921 -0.30435 -1.34976 -0.065 0.234 -0.883
H 3.49086 -0.79288 0.08926 -0.317 -0.688 -0.570
```
Forces are in eV/Å.

Output
Max |F|: 0.0439 hartree/bohr
ΔE to the lowest compared entry with this formula, charge and spin: 1.924 eV
Net charge: +1
HOMO: -12.79 eV
E: -9379.660 eV

This record from the OMol25 dataset describes 3 unconnected molecules or ions with the total composition C4H13N2O in a non-equilibrium geometry. The level of theory is ωB97M-V with the def2-TZVPD basis set.

```
20
Properties=species:S:1:pos:R:3:forces:R:3
H -0.35522 0.77553 -0.47230 -0.189 -0.110 0.328
H 1.47598 0.99544 1.95484 0.140 -0.020 -0.299
N 1.44300 -0.03837 -0.84675 -0.795 1.721 2.280
C 0.67600 0.44256 1.45904 -0.447 -0.140 2.051
H 2.43531 0.18369 -0.86457 0.198 -0.209 0.042
C -0.62606 0.74689 2.08260 -0.074 -0.012 0.038
H -2.49836 -0.18135 2.77198 0.205 0.514 0.289
H 0.85318 -0.61992 1.45750 0.124 -0.279 0.075
H -1.35477 -1.20641 1.81546 0.136 0.100 0.049
H 0.06242 -0.17898 -2.72102 0.259 0.123 -0.407
H -0.81011 1.78016 2.35767 -0.126 -0.055 0.076
H 0.99644 1.88816 -0.28314 0.262 0.272 0.712
O 0.18942 -2.13131 -0.10325 0.434 0.828 0.028
N -0.78014 0.34544 -2.90707 -0.776 -0.062 0.551
H -1.51687 -0.31920 -3.08971 -0.170 -0.246 0.142
H 1.12015 -1.03450 -0.62176 -0.751 -1.477 -0.734
H -0.75346 0.92015 -3.73103 0.574 0.207 -0.222
C 0.64977 0.88417 -0.05908 0.601 -0.837 -4.319
C -1.53708 -0.23279 2.27664 0.126 -0.497 -0.746
H 0.33041 -3.01937 -0.47603 0.270 0.179 0.067
```
Forces are in eV/Å.

Output
Max |F|: 0.0864 hartree/bohr
ΔE to the lowest compared entry with this formula, charge and spin: 8.754 eV
Net charge: +1
HOMO: -13.70 eV
E: -9372.830 eV

Copy entry 4 word for word.
This record from the OMol25 dataset describes 3 unconnected molecules or ions with the total composition C4H13N2O in a non-equilibrium geometry. The level of theory is ωB97M-V with the def2-TZVPD basis set.

```
20
Properties=species:S:1:pos:R:3:forces:R:3
H -0.35522 0.77553 -0.47230 -0.189 -0.110 0.328
H 1.47598 0.99544 1.95484 0.140 -0.020 -0.299
N 1.44300 -0.03837 -0.84675 -0.795 1.721 2.280
C 0.67600 0.44256 1.45904 -0.447 -0.140 2.051
H 2.43531 0.18369 -0.86457 0.198 -0.209 0.042
C -0.62606 0.74689 2.08260 -0.074 -0.012 0.038
H -2.49836 -0.18135 2.77198 0.205 0.514 0.289
H 0.85318 -0.61992 1.45750 0.124 -0.279 0.075
H -1.35477 -1.20641 1.81546 0.136 0.100 0.049
H 0.06242 -0.17898 -2.72102 0.259 0.123 -0.407
H -0.81011 1.78016 2.35767 -0.126 -0.055 0.076
H 0.99644 1.88816 -0.28314 0.262 0.272 0.712
O 0.18942 -2.13131 -0.10325 0.434 0.828 0.028
N -0.78014 0.34544 -2.90707 -0.776 -0.062 0.551
H -1.51687 -0.31920 -3.08971 -0.170 -0.246 0.142
H 1.12015 -1.03450 -0.62176 -0.751 -1.477 -0.734
H -0.75346 0.92015 -3.73103 0.574 0.207 -0.222
C 0.64977 0.88417 -0.05908 0.601 -0.837 -4.319
C -1.53708 -0.23279 2.27664 0.126 -0.497 -0.746
H 0.33041 -3.01937 -0.47603 0.270 0.179 0.067
```
Forces are in eV/Å.

Output
Max |F|: 0.0864 hartree/bohr
ΔE to the lowest compared entry with this formula, charge and spin: 8.754 eV
Net charge: +1
HOMO: -13.70 eV
E: -9372.830 eV

Q: The lowest max |F| belongs to which entry?
A: number 2

Q: What is the max |F| in the fourth record?
A: 0.0864 hartree/bohr

Q: net charge of number 3 (C4H13N2O)?
A: +1